[1]
The following is a quantum chemistry calculation of C45H43I2N8O3RuS2 as an isolated structure, from the Open Molecules 2025 dataset.

Last column: Mulliken charge in e.
Atoms and positions in Å:
1 Ru -0.13 -0.11 0.29  0.45
2 S 0.58 1.21 -1.97  0.50
3 C -0.47 1.11 -3.26  -0.11
4 N -0.24 1.67 -4.43  0.27
5 C -1.10 1.40 -5.58  -0.97
6 C -2.54 1.36 -5.11  -0.55
7 N -2.67 0.43 -4.00  0.44
8 C -3.94 -0.33 -3.93  -1.97
9 C -3.96 -1.43 -4.96  1.13
10 C -3.03 -2.46 -4.90  -0.03
11 C -3.04 -3.47 -5.85  -0.91
12 C -3.99 -3.45 -6.86  -0.44
13 C -4.93 -2.43 -6.93  -0.81
14 C -4.91 -1.42 -5.98  -0.02
15 C -1.73 0.30 -3.09  0.12
16 S -1.83 -0.72 -1.76  0.14
17 C 0.99 2.46 -4.63  -2.01
18 C 0.90 3.82 -3.96  1.01
19 C 1.90 4.23 -3.10  -0.22
20 C 1.85 5.48 -2.50  -0.57
21 C 0.78 6.32 -2.76  -0.69
22 C -0.23 5.92 -3.62  -0.76
23 C -0.17 4.67 -4.22  -0.24
24 H -0.82 0.45 -6.03  0.32
25 H -0.96 2.19 -6.31  0.53
26 H -3.19 1.02 -5.92  0.56
27 H -2.87 2.35 -4.79  0.34
28 H -4.74 0.39 -4.11  0.27
29 H -4.03 -0.71 -2.92  0.18
30 H -2.30 -2.49 -4.09  0.37
31 H -2.32 -4.27 -5.80  0.45
32 H -4.01 -4.24 -7.60  0.43
33 H -5.67 -2.42 -7.71  0.44
34 H -5.64 -0.62 -6.02  0.42
35 H 1.14 2.54 -5.70  0.60
36 H 1.83 1.90 -4.21  0.67
37 H 2.73 3.56 -2.88  0.38
38 H 2.64 5.79 -1.84  0.47
39 H 0.74 7.31 -2.31  0.48
40 H -1.06 6.58 -3.84  0.46
41 H -0.96 4.37 -4.90  0.34
42 I 4.67 1.95 -0.24  0.13
43 C 3.76 1.03 1.38  -0.45
44 C 4.46 0.87 2.59  -0.26
45 C 3.89 0.29 3.69  -0.44
46 I 5.01 0.11 5.44  0.15
47 C 2.55 -0.17 3.62  0.80
48 C 1.83 -0.75 4.68  -0.48
49 C 0.52 -1.13 4.49  -1.36
50 C -0.08 -0.95 3.24  -0.04
51 N 0.57 -0.44 2.21  0.13
52 C 1.87 -0.02 2.40  -0.21
53 C 2.46 0.59 1.27  0.57
54 O 1.72 0.70 0.19  -0.56
55 H 5.48 1.23 2.64  0.38
56 H 2.30 -0.89 5.64  0.24
57 H -0.06 -1.56 5.29  0.48
58 H -1.11 -1.23 3.09  0.51
59 C -5.87 -4.53 -3.64  -1.32
60 C -6.08 -4.08 -2.22  0.47
61 C -6.08 -2.73 -1.88  -0.35
62 C -6.29 -2.30 -0.58  -0.13
63 C -6.49 -3.24 0.42  -0.18
64 N -6.74 -2.87 1.77  -0.04
65 C -6.37 -1.73 2.43  0.20
66 O -7.01 -1.23 3.32  -0.62
67 N -5.16 -1.12 2.03  -0.10
68 C -3.97 -1.71 1.64  0.18
69 C -3.72 -3.08 1.64  -0.19
70 C -2.49 -3.55 1.22  -1.36
71 C -1.52 -2.65 0.83  -0.59
72 N -1.74 -1.33 0.85  0.85
73 C -2.93 -0.87 1.23  -0.66
74 C -6.49 -4.59 0.10  -0.36
75 C -6.30 -5.00 -1.20  -0.89
76 H -5.81 -3.68 -4.32  0.16
77 H -6.70 -5.16 -3.97  0.46
78 H -4.95 -5.11 -3.74  0.34
79 H -5.95 -2.00 -2.67  0.44
80 H -6.33 -1.24 -0.36  0.53
81 H -7.52 -3.33 2.23  0.29
82 H -5.10 -0.18 2.40  0.24
83 H -4.48 -3.77 1.98  0.69
84 H -2.28 -4.61 1.21  0.52
85 H -0.54 -2.98 0.49  0.53
86 H -3.07 0.20 1.21  0.59
87 H -6.67 -5.33 0.88  0.46
88 H -6.32 -6.06 -1.43  0.44
89 N -0.97 1.55 0.92  -0.30
90 C -1.09 2.65 1.25  0.49
91 N -1.24 3.88 1.62  -0.06
92 C -2.15 4.80 0.92  -0.70
93 C -1.32 5.97 0.39  -0.19
94 O -0.59 6.57 1.43  -0.41
95 C 0.35 5.67 1.99  -0.47
96 C -0.35 4.49 2.63  -0.58
97 H -2.89 5.15 1.64  0.27
98 H -2.65 4.27 0.11  0.46
99 H -1.98 6.73 -0.02  0.40
100 H -0.65 5.62 -0.40  0.08
101 H 0.91 6.23 2.74  0.39
102 H 1.05 5.32 1.22  0.25
103 H -0.97 4.81 3.47  0.27
104 H 0.36 3.74 2.98  0.43

Results
expectation value of S²: 0.757
multiplicity: 2
largest force on an atom: 0.48 eV/A
HOMO energy (spin up / spin down): -12.165 / -12.154 eV
total charge: +2
orbital gap (spin up / spin down): 6.036 / 5.672 eV

[2]
The following is a quantum chemistry calculation of C25H32Cl2IrN5O3S2 as an isolated structure, from the Open Molecules 2025 dataset.

Last column: Mulliken charge in e.
Atoms and positions in Å:
1 Ir 0.48 -0.79 0.69  3.47
2 C 1.19 3.11 3.39  -1.86
3 C 1.38 1.83 2.64  0.90
4 N 0.38 1.10 2.30  0.59
5 N -0.89 1.49 2.64  -1.27
6 C -1.71 0.51 2.68  0.32
7 S -1.31 -1.11 2.20  -0.46
8 S -3.27 0.84 3.40  -0.05
9 C -4.40 -0.11 2.34  -1.31
10 C -4.65 0.49 0.97  0.88
11 C -4.75 -0.35 -0.13  -0.34
12 C -5.10 0.15 -1.37  -0.59
13 C -5.35 1.50 -1.53  -0.47
14 C -5.23 2.35 -0.44  -0.73
15 C -4.88 1.85 0.80  -0.22
16 C 2.74 1.41 2.29  0.77
17 C 3.79 2.32 2.40  -0.90
18 C 5.10 1.97 2.11  -0.96
19 C 5.38 0.66 1.71  -0.55
20 C 4.36 -0.26 1.60  0.04
21 C 3.04 0.10 1.88  0.00
22 O 2.12 -0.88 1.79  -1.13
23 H 0.17 3.21 3.74  0.42
24 H 1.42 3.95 2.73  0.38
25 H 1.88 3.15 4.24  0.44
26 H -5.32 -0.15 2.92  0.48
27 H -4.04 -1.14 2.25  0.43
28 H -4.55 -1.41 -0.01  0.32
29 H -5.18 -0.53 -2.22  0.42
30 H -5.64 1.89 -2.50  0.42
31 H -5.43 3.41 -0.55  0.42
32 H -4.80 2.52 1.65  0.40
33 H 3.59 3.34 2.70  0.43
34 H 5.89 2.70 2.19  0.43
35 H 6.40 0.37 1.49  0.44
36 H 4.56 -1.28 1.31  0.46
37 Cl -1.63 -4.00 0.28  -0.02
38 C -0.18 -4.59 1.06  -0.55
39 Cl 1.05 -3.29 1.34  0.13
40 H 0.30 -5.32 0.43  0.40
41 H -0.42 -4.98 2.04  0.38
42 C 1.70 -1.76 -4.36  -1.78
43 C 1.67 -2.14 -2.89  1.50
44 C 2.74 -3.19 -2.60  -1.78
45 C 0.29 -2.67 -2.52  -1.10
46 N 2.04 -0.89 -2.18  -0.79
47 N 2.09 -0.96 -0.75  -0.31
48 H 1.43 -2.61 -4.98  0.41
49 H 2.70 -1.42 -4.66  0.40
50 H 0.99 -0.96 -4.58  0.41
51 H 2.57 -4.06 -3.23  0.47
52 H 2.70 -3.54 -1.56  0.31
53 H 3.73 -2.80 -2.81  0.42
54 H 0.12 -3.63 -2.99  0.58
55 H -0.50 -1.99 -2.83  0.33
56 H 0.19 -2.82 -1.44  -0.16
57 H 1.42 -0.13 -2.43  0.18
58 H 2.71 -0.20 -0.47  0.36
59 H 2.61 -1.80 -0.51  0.39
60 O 1.65 2.69 -0.18  -0.57
61 C 0.59 2.23 -0.51  0.18
62 C -0.55 2.93 -1.24  -0.86
63 C -1.62 1.85 -1.50  0.50
64 C -1.02 0.65 -0.86  -0.15
65 O -1.40 -0.53 -0.69  -0.69
66 N 0.19 0.91 -0.33  -0.16
67 H -0.17 3.40 -2.15  0.33
68 H -0.92 3.72 -0.59  0.33
69 H -1.82 1.66 -2.56  0.41
70 H -2.58 2.06 -1.03  -0.50

Results
expectation value of S²: 0.759
multiplicity: 2
largest force on an atom: 0.56 eV/A
HOMO energy (spin up / spin down): -11.007 / -10.902 eV
total charge: +1
orbital gap (spin up / spin down): 7.184 / 6.014 eV